Formula: C5H11N3
Source: the OMol25 dataset
Level of theory: wB97M-V/def2-TZVPD

```
19
Properties=species:S:1:pos:R:3:forces:R:3
C 1.20598 1.11202 -0.13737 -0.176 0.026 0.229
C 1.08552 -0.13092 -0.57098 0.158 -0.067 -0.190
C 0.48662 1.66817 1.04748 0.016 0.055 -0.091
C 1.77787 -0.68182 -1.77431 -0.092 0.012 0.053
C -2.78546 -1.19530 0.74133 -0.432 0.229 0.748
N -2.55626 1.62910 -1.21897 -0.143 0.639 0.077
N -2.52995 0.60634 -0.75370 -0.234 1.642 -0.327
N -2.39989 -0.53579 -0.46349 0.847 -2.480 -0.601
H 1.84814 1.81227 -0.65585 0.143 -0.004 -0.200
H 0.43435 -0.82406 -0.05176 -0.120 0.019 0.151
H 1.19331 2.11149 1.74917 -0.041 0.038 0.106
H -0.07973 0.89378 1.55995 -0.061 -0.054 0.090
H -0.20243 2.45286 0.73000 -0.042 0.062 0.083
H 2.48236 0.03860 -2.18081 0.089 0.036 -0.086
H 1.04675 -0.92659 -2.54567 0.015 -0.068 -0.091
H 2.31121 -1.59833 -1.52390 0.073 -0.059 -0.059
H -3.87505 -1.28388 0.81156 0.080 -0.047 0.062
H -2.35260 -2.19381 0.71326 -0.057 0.106 0.026
H -2.41619 -0.66946 1.62759 -0.023 -0.083 0.022
```
Forces are in eV/Å.

The calculation puts the calculated total energy at -361.2795 a.u. The charge is 0. The orbital gap is 10.0 eV. The value obtained for the LUMO energy is 0.866 eV.